# 1
This record from OMol25 describes the ion C5H7O3 with charge -1. The level of theory is ωB97M-V/def2-TZVPD.

Values from the calculation:
E_HOMO = -0.146 hartree
SMILES = O=C([O-])/C=C/CCO
Net charge = -1
Orbital gap = 7.5 eV
LUMO level = 3.5 eV

Atoms and positions in Å:
O -3.028 0.255 -1.137
C -2.075 -0.098 -1.931
O -2.241 -0.495 -3.105
C -0.677 -0.085 -1.427
C -0.236 0.517 -0.232
C 1.218 0.456 0.261
C 1.232 -0.047 1.733
O 0.645 -1.345 1.784
H 0.019 -0.534 -2.112
H -1.029 0.892 0.438
H 1.837 -0.220 -0.341
H 1.640 1.471 0.142
H 0.687 0.664 2.358
H 2.274 -0.143 2.119
H -0.267 -1.289 1.450

Atomic forces in eV per Å
1.8 -0.3 -0.6
-3.2 0.3 0.8
0.6 0.0 -0.1
1.6 2.0 3.4
-0.9 -2.3 -2.8
-0.8 0.4 0.2
0.4 0.0 -1.0
0.0 0.1 0.4
0.5 -0.2 -0.1
0.5 0.1 -0.4
-0.3 0.1 0.0
0.1 -0.3 0.4
0.0 0.0 0.2
-0.7 0.0 -0.2
0.4 0.1 -0.1

---

# 2
This record from OMol25 describes a structure of composition C48H30F9FeN4PS. The level of theory is ωB97M-V/def2-TZVPD.

Values from the calculation:
E_HOMO (alpha / beta) = -0.346 / -0.346 hartree
Net charge = +1
Orbital gap (alpha / beta) = 4.9 / 4.9 eV
LUMO level (alpha / beta) = -4.5 / -4.5 eV
2S+1 = 2

Atoms and positions in Å:
Fe -0.459 1.081 1.084
C 0.210 3.259 -2.692
C -0.423 2.592 -1.635
N 0.241 2.015 -0.657
C 1.612 2.096 -0.642
C 2.324 2.794 -1.637
C 1.575 3.355 -2.693
C 3.724 2.944 -1.512
C 4.339 2.471 -0.390
C 3.629 1.770 0.611
C 2.284 1.502 0.471
N 1.437 0.810 1.307
C 1.818 0.032 2.382
C 3.006 -0.633 2.604
C 3.180 -1.446 3.743
C 2.189 -1.615 4.669
C 0.949 -0.969 4.471
C -0.140 -1.067 5.370
C -1.309 -0.414 5.100
C -1.415 0.335 3.916
N -0.427 0.453 3.058
C 0.764 -0.175 3.322
H -0.387 3.705 -3.478
H -1.506 2.524 -1.591
H 2.095 3.869 -3.495
H 4.276 3.458 -2.289
H 5.400 2.639 -0.249
H 4.148 1.475 1.511
H 3.803 -0.559 1.881
H 4.126 -1.960 3.877
H 2.332 -2.239 5.544
H -0.024 -1.651 6.277
H -2.148 -0.456 5.782
H -2.335 0.857 3.670
S -4.956 1.223 0.863
C -4.333 2.782 1.157
C -2.959 2.856 1.200
C -2.316 1.614 1.001
C -3.304 0.619 0.791
C -2.945 -0.661 0.591
C -3.877 -1.760 0.467
C -3.470 -3.026 0.421
C -2.049 -3.413 0.596
C -1.089 -2.262 0.940
N -1.539 -0.908 0.505
H -5.035 3.599 1.286
H -2.433 3.786 1.371
H -4.936 -1.526 0.410
H -4.198 -3.820 0.271
H -1.976 -4.239 1.303
H -0.627 -2.285 1.926
F 1.758 -9.210 0.401
C 2.782 -8.403 0.742
F 3.079 -8.643 2.029
F 3.842 -8.769 -0.001
C 2.431 -6.960 0.504
C 2.372 -6.060 1.553
C 2.073 -4.726 1.293
C 1.833 -4.293 -0.008
C 1.880 -5.220 -1.053
C 2.174 -6.548 -0.799
P 1.518 -2.503 -0.273
C -0.321 -2.495 -0.407
C -1.207 -3.727 -0.731
C -1.963 -3.680 -2.008
C -2.332 -2.461 -2.551
C -1.915 -1.256 -2.037
C -0.945 -1.167 -0.908
C -3.223 -2.483 -3.768
F -4.409 -3.052 -3.475
F -2.666 -3.201 -4.756
F -3.468 -1.251 -4.238
C 2.131 -2.267 -1.981
C 1.363 -1.831 -3.058
C 1.970 -1.399 -4.230
C 3.349 -1.390 -4.330
C 4.132 -1.867 -3.287
C 3.522 -2.303 -2.122
C 3.983 -0.794 -5.554
F 3.362 -1.190 -6.679
F 5.279 -1.120 -5.661
F 3.909 0.554 -5.517
H 2.576 -6.394 2.563
H 2.039 -4.011 2.110
H 1.695 -4.897 -2.071
H 2.214 -7.267 -1.610
H -0.674 -4.665 -0.618
H -2.285 -4.603 -2.479
H -2.250 -0.330 -2.490
H -0.222 -0.389 -1.131
H 0.282 -1.837 -3.002
H 1.366 -1.063 -5.065
H 5.210 -1.880 -3.380
H 4.133 -2.674 -1.303

Atomic forces in eV per Å
-0.4 -0.4 0.2
0.0 0.1 -0.1
-0.1 -0.1 0.0
0.0 -0.5 0.5
-0.1 0.1 -0.2
-0.1 0.0 0.0
0.0 0.0 -0.1
0.1 0.0 -0.1
0.0 0.0 0.1
0.1 0.0 0.0
-0.2 -0.3 0.1
0.3 0.0 0.3
-0.1 0.1 -0.3
0.1 0.0 0.0
0.0 -0.1 0.0
0.0 -0.1 0.1
-0.2 0.1 -0.1
0.1 0.0 0.0
-0.1 0.0 0.1
-0.1 0.1 0.0
0.0 -0.3 -0.7
-0.1 0.1 0.3
0.0 -0.1 0.0
0.1 0.0 0.0
0.0 0.0 0.1
0.0 0.0 0.1
0.0 0.0 0.0
0.1 -0.1 0.0
0.1 0.0 0.0
0.0 0.1 0.0
0.0 0.1 0.0
0.0 0.0 -0.1
0.0 0.0 -0.1
0.1 -0.1 0.0
0.0 0.1 0.0
0.1 0.1 0.0
-0.3 0.0 -0.1
0.6 0.7 0.2
-0.4 0.4 -0.1
0.3 -0.8 0.1
-0.2 0.2 0.0
0.0 -0.4 0.1
0.1 0.0 -0.2
0.2 -0.1 -0.4
0.2 0.6 -0.1
0.1 -0.1 0.0
-0.1 0.0 0.0
0.1 0.0 0.0
0.1 0.1 0.0
0.0 0.0 0.0
0.0 0.1 0.0
0.1 0.0 0.1
0.0 0.0 0.0
0.0 -0.1 -0.1
-0.1 0.0 0.1
0.0 0.0 0.0
0.0 0.1 0.0
0.0 0.0 0.0
0.0 0.1 0.0
0.0 0.0 0.0
0.0 0.0 -0.1
0.1 -0.2 -0.1
-0.1 0.1 0.5
-0.3 0.2 -0.1
0.1 -0.1 0.1
0.1 0.0 0.0
0.0 0.1 0.1
-0.3 -0.2 -0.1
0.0 0.0 0.1
0.1 0.1 -0.1
-0.1 0.1 0.0
0.0 -0.1 0.0
0.1 0.2 0.0
0.0 -0.1 0.0
-0.2 0.0 0.0
0.1 0.0 0.0
0.0 -0.1 0.1
0.0 0.0 0.0
0.0 -0.1 0.0
0.1 0.1 0.1
-0.1 0.1 -0.1
0.0 -0.1 -0.1
0.0 0.0 0.0
0.1 0.0 0.0
0.0 0.0 0.0
0.0 0.1 0.0
0.0 -0.1 0.0
0.0 0.1 0.0
0.0 0.0 0.0
0.1 0.1 0.1
0.1 0.0 0.0
0.0 0.0 0.1
0.0 0.0 0.0
0.0 0.1 0.0

---

# 3
This record from OMol25 describes the ion C5H14N3 with charge +1. The level of theory is ωB97M-V/def2-TZVPD.

Values from the calculation:
E_HOMO = -0.486 hartree
SMILES = C[N@H+]1CC[C@@H](N)[C@@H]1N
Net charge = +1
Orbital gap = 10.4 eV
LUMO level = -2.9 eV

Atoms and positions in Å:
C 0.346 -1.996 0.790
N 0.713 -0.976 -0.190
C -0.369 -0.903 -1.188
C -1.407 0.031 -0.704
C -0.574 1.131 -0.091
N -1.357 1.931 0.776
C 0.824 0.508 0.443
N 1.941 1.070 -0.115
H -0.645 -1.656 1.275
H 0.354 -2.960 0.334
H 1.164 -2.027 1.564
H 1.642 -1.125 -0.773
H -0.867 -1.873 -1.258
H 0.072 -0.693 -2.242
H -2.075 0.640 -1.310
H -2.195 -0.341 0.121
H -0.260 1.704 -0.930
H -1.688 1.379 1.519
H -0.815 2.614 1.113
H 0.910 0.457 1.464
H 2.415 1.638 0.461
H 1.869 1.446 -1.057

Atomic forces in eV per Å
0.7 0.8 2.5
1.6 0.9 -1.3
-0.9 -1.4 -3.3
-1.9 1.4 3.0
0.8 -1.0 0.7
-1.3 -2.1 -2.0
-2.6 -0.6 -3.6
-0.4 -1.5 -2.8
1.6 -0.9 -0.9
-0.6 -0.6 -0.3
-1.0 0.1 -0.5
-2.0 0.0 2.1
0.6 -0.3 -0.3
-0.8 0.0 1.9
0.1 -0.9 -1.1
2.0 0.1 -1.7
0.4 1.0 -0.7
-0.7 -0.6 1.2
2.1 3.6 1.8
0.1 -0.5 2.5
2.4 2.3 2.3
-0.2 0.1 0.4

---

# 4
This record from OMol25 describes a structure of composition C31H41N3O7SSiSr. The level of theory is ωB97M-V/def2-TZVPD.

Values from the calculation:
E_HOMO = -0.036 hartree
Net charge = -2
Orbital gap = 5.1 eV
LUMO level = 4.1 eV

Atoms and positions in Å:
Sr -0.327 -0.996 1.057
O -0.209 -6.368 1.136
C -0.389 -5.080 1.595
C 0.536 -4.487 2.441
C 0.299 -3.200 2.882
N -0.762 -2.514 2.516
C -1.572 -3.024 1.626
C -1.482 -4.340 1.191
C -2.613 -2.099 1.055
O -3.530 -2.615 0.385
O -2.463 -0.891 1.307
C 1.243 -2.506 3.882
O 1.892 -3.267 4.621
O 1.226 -1.263 3.863
H 0.659 -6.662 1.442
H 1.428 -5.007 2.765
H -2.199 -4.705 0.472
C -4.177 -2.910 -6.925
C -3.294 -2.939 -5.708
C -1.914 -3.016 -5.837
C -1.103 -3.151 -4.731
C -1.643 -3.215 -3.437
C -3.030 -3.046 -3.305
C -3.829 -2.922 -4.424
S -1.041 -2.569 -0.752
O -0.846 -3.453 -2.418
O -0.999 -1.152 -1.138
N 0.362 -2.857 -0.113
C 1.583 -2.485 -0.428
C 2.153 -2.739 -1.711
C 3.465 -2.438 -1.938
C 4.229 -1.887 -0.905
C 3.587 -1.620 0.289
N 2.317 -1.887 0.529
H -3.580 -2.795 -7.828
H -4.902 -2.097 -6.877
H -4.730 -3.847 -7.011
H -1.473 -2.961 -6.827
H -0.030 -3.228 -4.836
H -3.464 -3.030 -2.314
H -4.901 -2.827 -4.303
H 1.524 -3.170 -2.476
H 3.912 -2.620 -2.914
H 5.271 -1.636 -1.055
H 4.118 -1.172 1.124
C -2.506 2.832 1.657
C -1.347 3.446 0.866
C -1.668 3.149 -0.599
C -1.378 4.964 1.088
Si 0.376 2.418 1.377
C 1.855 2.942 0.020
C 1.682 2.037 -1.202
C 3.236 2.596 0.580
C 1.858 4.388 -0.484
C 0.994 3.190 3.185
C 1.592 4.601 3.170
C -0.173 3.167 4.173
C 2.034 2.232 3.772
H -3.452 3.208 1.266
H -2.451 3.084 2.709
H -2.477 1.746 1.558
H -2.660 3.530 -0.845
H -1.658 2.068 -0.743
H -0.955 3.612 -1.274
H -2.329 5.373 0.739
H -0.575 5.459 0.556
H -1.284 5.190 2.145
H 1.698 0.991 -0.885
H 2.497 2.211 -1.908
H 0.740 2.225 -1.703
H 3.203 1.589 0.991
H 3.550 3.291 1.350
H 3.981 2.625 -0.216
H 0.927 4.593 -1.000
H 2.679 4.537 -1.187
H 1.964 5.095 0.330
H 0.897 5.319 2.750
H 2.499 4.620 2.578
H 1.842 4.912 4.186
H -0.913 3.924 3.936
H 0.195 3.363 5.181
H -0.633 2.180 4.152
H 2.958 2.262 3.211
H 1.653 1.210 3.752
H 2.252 2.516 4.801

Atomic forces in eV per Å
6.1 9.7 2.7
-0.1 0.5 0.1
0.2 -0.4 0.3
-0.2 -0.3 -0.2
0.7 -0.5 1.1
-0.5 -1.7 2.2
-1.4 -3.0 1.2
-0.4 -0.5 0.3
-3.8 -0.7 0.1
0.1 0.0 0.5
-2.1 0.8 0.6
0.2 0.3 0.4
0.2 -0.5 -0.1
-0.2 0.1 -0.5
-0.2 0.1 0.0
0.1 0.1 0.1
0.0 -0.1 0.0
0.0 0.0 0.1
0.0 0.1 -0.1
-0.2 0.0 -0.1
0.3 -0.1 0.5
-0.9 0.4 -1.0
0.2 -0.1 0.2
0.0 0.0 -0.2
2.0 -2.3 -5.6
1.0 0.0 1.3
-0.8 0.2 -1.7
-2.3 -2.5 -0.7
3.1 0.6 -1.8
-0.6 0.0 0.2
0.4 0.2 0.1
-0.1 0.0 -0.2
0.7 0.2 0.1
-1.1 -0.4 0.0
0.0 0.1 -0.1
-0.1 0.0 -0.1
-0.1 0.0 -0.1
0.0 -0.1 0.0
0.1 0.0 0.0
-0.1 0.0 0.1
-0.1 0.0 0.1
0.0 0.0 0.0
-0.1 0.0 0.1
0.0 0.0 0.1
0.0 0.1 -0.1
0.5 -0.2 -0.1
0.6 0.0 0.2
0.4 -0.1 0.4
0.2 -0.6 0.0
0.1 0.3 0.0
-0.5 0.1 0.3
-0.2 0.0 0.5
-0.5 0.1 0.1
-0.1 -0.5 0.3
-0.1 0.0 -0.6
-0.3 -0.5 -0.2
0.1 -0.1 -0.5
-0.4 -0.1 -0.4
-0.3 0.0 -0.1
0.0 0.0 0.3
-0.2 0.0 0.1
-0.3 0.0 -0.1
0.0 -0.1 -0.3
0.1 0.0 -0.2
-0.3 0.2 -0.1
0.2 0.2 -0.1
0.0 0.2 0.2
0.0 -0.1 -0.2
0.2 0.0 -0.2
-0.2 -0.1 -0.2
0.2 -0.2 0.1
0.1 0.1 0.2
0.2 0.0 -0.2
-0.2 0.2 -0.2
0.2 0.1 -0.2
0.0 0.3 0.2
-0.1 0.3 -0.1
0.3 0.1 -0.1
0.1 0.1 0.3
-0.3 0.1 0.0
0.1 0.0 0.3
-0.2 -0.1 0.2
0.3 -0.1 -0.1
0.1 -0.1 0.2
0.1 0.0 0.3

---

# 5
This record from OMol25 describes a structure of composition C14H7Cl5O2Zn. The level of theory is ωB97M-V/def2-TZVPD.

Values from the calculation:
E_HOMO = -0.320 hartree
Orbital gap = 8.0 eV
LUMO level = -0.7 eV

Atoms and positions in Å:
Zn 0.332 0.686 -0.065
Cl 3.602 0.801 0.079
C 2.793 2.316 0.005
C 1.406 2.334 -0.006
C 0.764 3.585 0.005
Cl -0.963 3.706 0.011
C 1.534 4.805 0.058
Cl 0.705 6.312 -0.023
C 2.967 4.764 0.089
Cl 3.898 6.173 -0.033
C 3.570 3.500 0.053
Cl 5.275 3.340 0.030
C -3.592 -0.735 -0.123
C -2.132 -0.829 0.040
O -1.506 0.292 0.002
C -1.389 -2.082 0.030
C -2.143 -3.287 -0.001
C -1.500 -4.500 0.015
C -0.103 -4.597 0.042
C 0.645 -3.431 0.078
C 0.062 -2.168 0.035
O 0.887 -1.124 0.041
H -3.702 0.260 -0.616
H -4.167 -0.553 0.713
H -3.931 -1.683 -0.420
H -3.255 -3.280 -0.135
H -2.148 -5.399 0.007
H 0.359 -5.598 0.026
H 1.732 -3.608 0.063

Atomic forces in eV per Å
1.1 0.2 0.2
0.0 -0.3 -0.1
0.1 1.2 0.4
-0.9 0.5 -0.2
2.0 1.2 0.3
0.1 -0.2 -0.1
0.1 -1.3 -0.2
0.3 0.0 0.1
-1.9 -1.3 -0.5
0.2 0.5 0.2
-0.5 -0.6 0.0
0.3 0.3 0.0
1.3 1.5 -0.7
2.7 1.0 -0.3
-1.9 -1.2 0.3
-0.6 0.2 0.1
-0.1 -0.1 -0.3
-1.4 -1.0 0.0
-0.2 0.4 0.1
0.8 -2.3 -0.4
0.2 2.0 0.4
-1.1 -1.3 -0.1
-0.5 -1.3 -0.8
-0.6 0.3 2.7
-1.0 -0.5 -1.6
1.3 0.0 0.4
0.7 0.5 -0.1
-0.1 0.7 0.1
-0.5 0.9 0.1

---

# 6
This record from OMol25 describes an isolated molecule of C3H8N2O2. The level of theory is ωB97M-V/def2-TZVPD.

Values from the calculation:
E_HOMO = -0.348 hartree
SMILES = NCC(=O)NCO
Orbital gap = 10.2 eV
LUMO level = 0.7 eV

Atoms and positions in Å:
N -0.397 -1.059 -1.443
C 1.050 -1.139 -0.897
C 1.070 -0.473 0.495
O 1.668 -0.985 1.441
N 0.106 0.512 0.657
C -0.832 1.527 -0.135
O -2.202 1.449 0.280
H -0.730 -2.015 -1.572
H -0.216 -0.931 -2.402
H 1.487 -2.234 -0.597
H 1.754 -0.750 -1.576
H -0.072 0.505 1.649
H -0.698 1.240 -1.177
H -0.405 2.513 0.073
H -2.541 2.303 0.554

Atomic forces in eV per Å
2.1 -1.5 0.5
-0.8 -2.7 2.2
-1.4 -0.7 -0.9
-0.5 1.2 -1.0
-0.9 1.1 0.9
1.3 -1.6 1.0
1.4 -0.8 -0.5
-0.2 -0.1 1.0
0.1 1.1 -1.8
-1.4 2.4 -1.1
0.7 0.8 -0.9
-0.2 0.8 0.3
-0.3 0.2 0.2
-0.2 -0.1 0.0
0.4 0.2 0.1

---

# 7
This record from OMol25 describes an isolated molecule of C4H9N. The level of theory is ωB97M-V/def2-TZVPD.

Values from the calculation:
E_HOMO = -0.351 hartree
SMILES = NCC1CC1
Orbital gap = 10.7 eV
LUMO level = 1.2 eV

Atoms and positions in Å:
N 1.708 0.042 1.281
C 0.882 0.507 0.065
C -0.181 -0.497 -0.194
C -1.620 -0.271 0.034
C -1.002 -0.027 -1.335
H 2.521 0.690 1.335
H 1.202 0.245 2.293
H 0.400 1.529 0.082
H 1.564 0.520 -0.772
H 0.267 -1.503 -0.263
H -2.401 -1.014 0.252
H -1.938 0.746 0.460
H -1.090 -0.814 -2.128
H -0.949 1.025 -1.648

Atomic forces in eV per Å
-1.1 2.4 2.0
0.2 0.2 2.7
1.4 -0.1 -0.7
-1.6 2.2 0.5
-1.1 -1.7 -1.5
-0.6 -0.7 0.0
1.2 -0.6 -3.6
0.6 -0.8 0.5
0.3 -0.1 -0.2
-0.8 0.4 0.1
0.9 0.0 -0.3
0.7 -1.6 -0.2
-0.4 1.2 0.6
0.2 -0.7 0.0

---

# 8
This record from OMol25 describes an isolated molecule of C3H4N2O2S. The level of theory is ωB97M-V/def2-TZVPD.

Values from the calculation:
E_HOMO = -0.358 hartree
SMILES = O=[N+]([O-])[C@@H]1C=NCS1
Orbital gap = 9.7 eV
LUMO level = 0.0 eV

Atoms and positions in Å:
O 0.412 -2.687 0.452
N -0.347 -1.736 0.198
O -1.427 -1.554 0.629
C 0.360 -0.634 -0.677
C 1.018 0.124 0.512
N 0.407 1.185 0.816
C -0.657 1.679 -0.051
S -0.816 0.521 -1.500
H 1.042 -1.230 -1.334
H 1.949 -0.126 0.875
H -1.652 1.853 0.577
H -0.289 2.605 -0.497

Atomic forces in eV per Å
-1.1 1.0 -0.2
2.6 -1.3 -0.9
-1.5 0.2 0.5
-0.2 -0.5 0.3
-2.9 1.9 -3.1
0.3 0.8 0.4
-1.0 -0.5 1.3
1.0 -1.0 1.2
-0.7 0.8 0.5
1.6 -0.9 1.3
2.1 -0.5 -1.5
-0.3 0.1 0.4

---

Number 1: largest force on an atom 0.0821 hartree/bohr. Number 2: largest force on an atom 0.0191 hartree/bohr. Number 3: largest force on an atom 0.0878 hartree/bohr. Number 4: largest force on an atom 0.2291 hartree/bohr. Number 5: largest force on an atom 0.0558 hartree/bohr. Number 6: largest force on an atom 0.0695 hartree/bohr. Number 7: largest force on an atom 0.0744 hartree/bohr. Number 8: largest force on an atom 0.0911 hartree/bohr.